Record 1
The following is a DFT calculation (ωB97M-V with the def2-TZVPD basis set) of 8 unconnected molecules or ions with the total composition H16O8 in a non-equilibrium geometry.

- multiplicity = 1
- HOMO energy (eV) = -8.86
- net charge = 0

Each line ends with the Mulliken charge.
Cartesian coordinates (Å):
O: -0.56 -0.50 0.25  -0.334
H: -0.47 0.24 -0.42  0.444
H: -1.12 -1.21 -0.22  0.457
H: 0.45 -0.66 0.53  0.176
O: 2.01 -1.01 0.36  -1.033
H: 1.97 -1.96 0.35  0.165
O: 0.01 1.18 -1.87  -0.689
H: 0.95 1.51 -1.84  0.337
H: -0.60 1.93 -2.22  0.306
O: 1.09 -0.23 2.86  -0.647
H: 1.71 0.40 2.96  0.281
H: 1.30 -0.48 1.90  0.459
O: -0.58 -2.96 -0.93  -0.536
H: -0.47 -3.35 -1.68  0.228
H: -0.49 -3.74 -0.32  0.295
O: 2.28 1.58 0.21  -0.656
H: 3.24 1.51 0.01  0.344
H: 2.29 0.57 0.36  0.383
O: -3.24 -0.27 -0.69  -0.614
H: -3.34 -0.05 0.18  0.324
H: -3.87 -0.83 -1.21  0.304
O: -0.85 2.45 0.73  -0.608
H: -1.59 2.73 0.14  0.291
H: -0.11 3.16 0.59  0.322

Record 2
The following is a DFT calculation (ωB97M-V with the def2-TZVPD basis set) of a molecular structure, C25H35BF2HgN9SSi.

- expectation value of S² = 0.7971
- multiplicity = 2
- HOMO energy (alpha / beta) (eV) = -0.88 / -0.88
- net charge = -2

Each line ends with the Mulliken spin population.
Cartesian coordinates (Å):
Hg: -0.57 -0.09 -0.44  0.017
N: -5.10 1.06 -1.91  0.067
C: -4.32 1.65 -0.97  0.531
S: -2.78 0.08 -3.56  -0.005
N: -4.00 1.33 0.16  0.086
N: -3.12 1.24 1.09  -0.129
C: -3.36 1.82 2.23  0.294
C: -2.45 1.66 3.36  -0.032
C: -2.68 2.39 4.53  0.069
C: -1.81 2.25 5.59  -0.027
C: -0.73 1.38 5.47  0.080
C: -0.60 0.69 4.27  -0.037
N: -1.42 0.81 3.25  0.067
H: -4.93 1.46 -2.82  -0.009
H: -4.91 0.06 -1.97  0.004
H: -4.20 2.51 2.33  0.017
H: -3.53 3.06 4.59  0.002
H: -1.96 2.81 6.50  -0.002
H: -0.04 1.23 6.28  0.006
H: 0.22 -0.01 4.13  0.000
N: 2.68 0.40 0.25  0.000
C: 3.71 1.39 0.53  0.000
C: 3.23 2.48 1.49  0.000
C: 2.10 3.39 1.00  0.000
N: 0.84 2.67 0.92  0.000
H: 2.23 0.05 1.09  0.000
H: 3.03 -0.39 -0.27  0.000
H: 4.00 1.86 -0.41  0.000
H: 4.63 0.96 0.97  0.000
H: 4.09 3.12 1.72  0.000
H: 2.91 2.02 2.43  0.000
H: 2.34 3.76 0.00  0.000
H: 2.06 4.27 1.66  0.000
H: 0.07 3.23 0.57  0.000
H: 0.55 2.26 1.80  0.000
N: -2.17 6.50 -3.66  0.000
C: -1.47 5.60 -3.52  0.002
C: -0.56 4.49 -3.33  -0.002
C: 0.68 4.49 -3.96  0.000
C: 1.52 3.42 -3.76  0.000
C: 1.10 2.39 -2.93  0.001
N: -0.08 2.39 -2.32  -0.007
C: -0.90 3.41 -2.52  -0.026
H: 0.97 5.32 -4.60  0.000
H: 2.50 3.37 -4.24  0.000
H: 1.71 1.51 -2.75  0.001
H: -1.86 3.37 -2.02  0.022
F: -0.13 -0.13 -4.36  0.000
B: -1.45 -0.38 -4.61  0.011
F: -1.58 -1.02 -5.81  0.001
C: -0.79 -5.93 0.77  0.000
Si: -0.74 -4.02 0.81  0.000
C: -0.78 -3.54 2.64  0.000
C: -2.42 -3.48 0.14  -0.008
N: 0.50 -3.27 0.01  0.000
C: 1.58 -3.63 -0.67  0.000
C: 2.16 -2.73 -1.63  0.000
C: 3.30 -3.05 -2.35  0.000
C: 3.97 -4.27 -2.17  0.000
C: 3.44 -5.16 -1.23  0.000
C: 2.30 -4.86 -0.51  0.000
H: -1.79 -6.30 1.04  0.000
H: -0.06 -6.37 1.45  0.000
H: -0.56 -6.28 -0.24  0.000
H: -1.63 -3.98 3.16  0.000
H: -0.86 -2.45 2.71  0.000
H: 0.14 -3.85 3.15  0.000
H: -3.25 -3.88 0.74  0.000
H: -2.55 -3.80 -0.90  0.000
H: -2.47 -2.39 0.16  0.007
H: 1.64 -1.80 -1.80  0.000
H: 3.67 -2.34 -3.08  0.000
H: 4.85 -4.51 -2.74  0.000
H: 3.94 -6.11 -1.06  0.000
H: 1.92 -5.58 0.20  0.000

It is found that the relative energy (zero: lowest compared OMol25 entry of this formula, charge and spin) values, taken in the order of the records, are 111.7; 72.0 kcal/mol.